1.
Formula: C53H39AsBr2N3O4PS3Tc
Source: OMol25
Level of theory: ωB97M-V with the def2-TZVPD basis set

Output
- HOMO-LUMO gap (spin up / spin down): 4.206 / 2.774 eV
- E_tot: -11508.1797 hartree
- Expectation value of S²: 3.796
- Total charge: +2
- E_LUMO (spin up / spin down): -6.9677 / -8.3989 eV
- Multiplicity: 4
- E_HOMO (spin up / spin down): -11.17 / -11.17 eV

Each line ends with the Löwdin charge.
Cartesian coordinates (Å):
Tc: -0.131 -0.954 -2.003  1.407
O: 0.554 2.976 -1.340  -0.232
S: 0.949 1.609 -1.170  0.579
O: 0.770 0.799 -2.542  -0.533
O: 0.209 0.803 -0.180  -0.376
C: 2.675 1.386 -0.860  -0.260
C: 3.447 2.495 -0.408  -0.018
C: 4.812 2.378 -0.498  -0.043
C: 5.391 1.125 -0.606  -0.044
C: 4.592 0.017 -0.598  -0.070
C: 3.213 0.091 -0.779  -0.309
P: 2.171 -1.447 -0.993  1.087
C: 3.255 -2.317 -2.171  -0.380
C: 4.361 -3.127 -1.881  -0.117
C: 4.901 -3.885 -2.875  -0.054
C: 4.534 -3.609 -4.252  -0.048
C: 3.614 -2.643 -4.534  -0.067
C: 2.940 -1.953 -3.488  -0.099
C: 2.402 -2.184 0.692  -0.340
C: 2.555 -3.563 0.955  -0.080
C: 2.877 -3.983 2.276  -0.045
C: 3.060 -3.045 3.288  -0.043
C: 2.750 -1.719 2.976  -0.063
C: 2.423 -1.284 1.720  -0.110
H: 2.996 3.461 -0.270  0.117
H: 5.435 3.293 -0.658  0.144
H: 6.441 0.927 -0.699  0.120
H: 5.025 -1.017 -0.492  0.127
H: 4.755 -3.251 -0.830  0.131
H: 5.668 -4.611 -2.723  0.105
H: 5.111 -4.111 -5.013  0.110
H: 3.379 -2.458 -5.593  0.118
H: 2.154 -1.260 -3.678  0.053
H: 2.513 -4.249 0.159  0.053
H: 3.182 -5.039 2.401  0.121
H: 3.321 -3.204 4.310  0.109
H: 2.779 -0.980 3.800  0.130
H: 2.401 -0.208 1.699  0.115
C: -0.326 0.811 -5.135  -0.087
C: -0.812 -0.577 -5.022  -0.612
N: -0.526 -1.419 -4.028  -0.049
C: -1.041 -2.694 -4.423  -0.318
C: -1.569 -2.685 -5.661  -0.323
S: -1.755 -1.112 -6.346  1.185
C: -0.894 -3.846 -3.544  -0.360
C: -1.695 -4.946 -3.682  -0.347
S: -1.059 -6.302 -2.809  1.078
C: 0.383 -5.269 -2.500  -0.625
N: 0.383 -4.017 -2.909  0.112
C: 1.509 -5.927 -1.867  -0.091
H: -0.804 1.364 -5.935  0.080
H: 0.781 0.894 -5.240  0.117
H: -0.622 1.326 -4.181  0.084
H: -1.753 -3.601 -6.222  0.102
H: -2.664 -4.993 -4.250  0.113
H: 2.493 -5.468 -2.150  0.093
H: 1.442 -7.023 -2.170  0.105
H: 1.476 -5.797 -0.761  0.079
Br: -4.844 1.937 -2.292  0.938
C: -4.280 0.440 -1.310  -0.537
C: -5.310 -0.244 -0.634  -0.156
C: -5.051 -1.490 -0.131  -0.520
Br: -6.591 -2.267 0.733  0.882
C: -3.754 -2.096 -0.194  -0.132
C: -3.552 -3.404 0.327  0.051
C: -2.237 -3.886 0.242  -0.008
C: -1.249 -3.126 -0.322  -0.090
N: -1.432 -1.874 -0.818  -0.072
C: -2.702 -1.349 -0.829  -0.110
C: -2.997 -0.087 -1.400  -0.297
O: -1.991 0.483 -2.088  -0.067
H: -6.291 0.137 -0.616  0.087
H: -4.424 -3.971 0.728  0.113
H: -2.015 -4.887 0.680  0.144
H: -0.200 -3.488 -0.384  0.107
C: 1.461 4.863 6.544  -0.086
C: 0.976 3.610 6.772  -0.098
C: 0.190 2.997 5.786  -0.149
C: -0.230 3.652 4.655  -0.398
C: 0.199 5.001 4.398  -0.073
C: 1.076 5.552 5.352  -0.057
As: -1.063 2.619 3.185  1.346
C: -1.480 4.126 1.936  -0.352
C: -0.611 4.576 0.976  -0.146
C: -1.019 5.522 0.031  -0.071
C: -2.276 6.129 0.203  -0.077
C: -3.185 5.687 1.171  -0.015
C: -2.774 4.639 2.014  -0.207
C: -3.644 3.859 2.860  -0.221
C: -5.018 4.030 3.045  -0.031
C: -5.716 3.290 3.987  -0.078
C: -4.953 2.431 4.787  -0.096
C: -3.568 2.351 4.713  -0.106
C: -2.918 3.008 3.671  -0.362
H: 2.024 5.257 7.372  0.101
H: 1.312 3.224 7.736  0.110
H: -0.123 1.966 5.863  0.080
H: -0.084 5.512 3.522  0.071
H: 1.463 6.533 5.101  0.098
H: 0.412 4.243 0.938  0.086
H: -0.287 5.776 -0.728  0.102
H: -2.621 6.915 -0.464  0.102
H: -4.154 6.264 1.152  0.131
H: -5.632 4.722 2.450  0.115
H: -6.806 3.362 4.084  0.111
H: -5.449 1.811 5.550  0.107
H: -3.010 1.663 5.340  0.096

***

2.
Formula: C53H41Cl2GeIN5O4Pt
Source: OMol25
Level of theory: ωB97M-V with the def2-TZVPD basis set

Output
- HOMO-LUMO gap (spin up / spin down): 5.015 / 6.473 eV
- E_tot: -6033.2595 hartree
- Expectation value of S²: 6.056
- Total charge: -1
- E_LUMO (spin up / spin down): 1.8662 / 1.8650 eV
- Multiplicity: 5
- E_HOMO (spin up / spin down): -3.15 / -4.61 eV

Each line ends with the Löwdin charge.
Cartesian coordinates (Å):
Pt: -0.417 -0.110 0.055  1.306
C: -1.127 0.257 -3.659  -0.082
O: -0.263 -0.071 -2.587  -0.188
C: 1.085 -0.179 -2.824  -0.223
C: 1.595 -0.046 -4.102  -0.045
C: 2.963 -0.124 -4.339  -0.114
C: 3.818 -0.316 -3.270  -0.109
C: 3.318 -0.433 -1.984  -0.026
C: 1.945 -0.391 -1.709  -0.178
N: 1.500 -0.540 -0.391  -0.159
N: 2.452 -0.901 0.442  0.047
C: 2.397 -0.878 1.775  -0.173
C: 1.367 -0.284 2.578  -0.342
O: 0.406 0.454 2.085  -0.214
C: 1.431 -0.461 3.982  -0.022
C: 2.473 -1.089 4.606  -0.059
C: 3.575 -1.574 3.856  -0.194
C: 4.700 -2.162 4.479  -0.057
C: 5.768 -2.605 3.744  -0.117
C: 5.750 -2.474 2.344  -0.115
C: 4.659 -1.930 1.715  -0.049
C: 3.545 -1.465 2.445  -0.119
H: -1.100 -0.509 -4.438  0.094
H: -0.864 1.224 -4.098  0.090
H: -2.125 0.317 -3.229  0.090
H: 0.927 0.132 -4.933  0.095
H: 3.342 -0.022 -5.347  0.092
H: 4.888 -0.365 -3.430  0.095
H: 3.987 -0.558 -1.145  0.088
H: 0.606 -0.055 4.556  0.112
H: 2.478 -1.196 5.685  0.100
H: 4.706 -2.243 5.560  0.103
H: 6.621 -3.058 4.236  0.092
H: 6.590 -2.824 1.756  0.098
H: 4.624 -1.864 0.636  0.101
Cl: -7.317 -0.313 2.948  0.685
C: -6.192 -1.308 2.051  -0.584
C: -5.500 -2.285 2.739  -0.108
C: -4.567 -3.056 2.068  -0.062
C: -4.367 -2.851 0.714  -0.094
C: -5.082 -1.881 0.034  -0.553
Cl: -4.839 -1.767 -1.679  0.766
C: -6.002 -1.050 0.683  -0.322
N: -6.718 -0.046 0.050  0.060
C: -6.113 0.810 -0.932  -0.261
C: -6.689 0.880 -2.195  -0.064
C: -6.115 1.656 -3.185  -0.096
C: -4.956 2.372 -2.908  -0.087
C: -4.407 2.332 -1.639  -0.029
C: -4.981 1.568 -0.623  -0.153
C: -4.378 1.608 0.759  -0.028
C: -2.874 1.296 0.824  -0.642
O: -2.193 1.894 1.642  0.027
O: -2.472 0.392 -0.006  -0.193
H: -5.677 -2.413 3.798  0.102
H: -3.995 -3.809 2.592  0.088
H: -3.647 -3.447 0.169  0.092
H: -7.329 0.448 0.683  0.078
H: -7.578 0.293 -2.390  0.110
H: -6.558 1.690 -4.173  0.096
H: -4.486 2.969 -3.681  0.098
H: -3.513 2.905 -1.414  0.117
H: -4.859 0.899 1.430  0.102
H: -4.505 2.599 1.193  0.129
I: -0.376 6.008 -1.648  0.815
C: -0.074 4.188 -0.716  -0.761
C: 0.375 3.971 0.573  -0.129
N: 0.441 2.648 0.733  0.020
N: 0.034 2.001 -0.358  -0.077
C: -0.278 2.916 -1.261  -0.176
H: 0.659 4.668 1.341  0.120
H: 0.558 2.052 1.576  0.118
H: -0.625 2.646 -2.245  0.102
C: -0.777 -1.946 0.549  -0.252
Ge: -0.282 -3.768 0.365  0.875
C: -1.224 -4.735 1.809  -0.267
C: -2.105 -5.785 1.554  -0.116
C: -2.770 -6.432 2.590  -0.103
C: -2.566 -6.030 3.902  -0.112
C: -1.708 -4.972 4.172  -0.095
C: -1.047 -4.330 3.134  -0.110
C: 1.616 -4.268 0.529  -0.254
C: 2.313 -4.789 -0.560  -0.109
C: 3.624 -5.227 -0.419  -0.091
C: 4.253 -5.150 0.816  -0.098
C: 3.574 -4.622 1.904  -0.099
C: 2.269 -4.176 1.757  -0.102
C: -0.892 -4.549 -1.340  -0.283
C: -1.484 -3.735 -2.300  -0.109
C: -1.900 -4.254 -3.520  -0.089
C: -1.727 -5.603 -3.794  -0.102
C: -1.143 -6.430 -2.843  -0.095
C: -0.728 -5.905 -1.627  -0.133
H: -2.277 -6.102 0.532  0.086
H: -3.452 -7.244 2.369  0.097
H: -3.082 -6.533 4.711  0.094
H: -1.555 -4.642 5.193  0.099
H: -0.401 -3.487 3.356  0.093
H: 1.831 -4.851 -1.529  0.091
H: 4.149 -5.634 -1.275  0.095
H: 5.275 -5.493 0.927  0.099
H: 4.062 -4.540 2.868  0.100
H: 1.757 -3.751 2.613  0.095
H: -1.624 -2.689 -2.071  0.074
H: -2.364 -3.606 -4.254  0.098
H: -2.050 -6.012 -4.744  0.095
H: -1.007 -7.485 -3.052  0.096
H: -0.263 -6.556 -0.894  0.106

***

3.
Formula: C53H42GdN2OP2SSi
Source: OMol25
Level of theory: ωB97M-V with the def2-TZVPD basis set

Output
- HOMO-LUMO gap (spin up / spin down): 5.620 / 4.939 eV
- Relative energy (zero: lowest compared OMol25 entry of this formula, charge and spin): 108.5 kcal per mole
- E_tot: -4365.2443 hartree
- Expectation value of S²: 15.799
- Total charge: +1
- E_LUMO (spin up / spin down): -3.0254 / -5.1010 eV
- Multiplicity: 8
- E_HOMO (spin up / spin down): -8.65 / -10.04 eV

Each line ends with the Löwdin charge.
Cartesian coordinates (Å):
Gd: -0.655 0.626 0.523  0.950
C: -0.976 0.418 5.004  -0.182
Si: -0.181 0.413 3.246  0.672
C: 0.601 -1.373 3.274  -0.335
C: 1.644 -1.653 4.149  -0.100
C: 2.222 -2.909 4.217  -0.063
C: 1.754 -3.926 3.402  -0.063
C: 0.708 -3.688 2.529  -0.081
C: 0.137 -2.421 2.463  -0.395
P: -1.177 -2.086 1.238  0.988
C: -2.703 -2.138 2.238  -0.382
C: -3.006 -3.164 3.126  -0.082
C: -4.196 -3.134 3.833  -0.061
C: -5.085 -2.082 3.669  -0.064
C: -4.782 -1.053 2.791  -0.072
C: -3.596 -1.080 2.082  -0.125
C: -1.250 -3.553 0.163  -0.364
C: -2.337 -4.415 0.071  -0.070
C: -2.352 -5.396 -0.906  -0.066
C: -1.293 -5.520 -1.791  -0.066
C: -0.207 -4.660 -1.705  -0.065
C: -0.193 -3.670 -0.744  -0.105
C: 1.411 1.522 3.294  -0.302
C: 1.626 2.492 4.266  -0.088
C: 2.722 3.336 4.220  -0.057
C: 3.643 3.231 3.190  -0.049
C: 3.450 2.286 2.198  -0.086
C: 2.336 1.448 2.245  -0.404
P: 2.158 0.109 1.016  0.997
C: 2.834 0.917 -0.485  -0.370
C: 3.895 0.411 -1.226  -0.070
C: 4.270 1.026 -2.407  -0.065
C: 3.588 2.142 -2.860  -0.075
C: 2.534 2.665 -2.122  -0.070
C: 2.154 2.050 -0.944  -0.146
C: 3.502 -1.007 1.535  -0.355
C: 3.547 -2.243 0.897  -0.114
C: 4.509 -3.172 1.239  -0.071
C: 5.431 -2.876 2.230  -0.069
C: 5.378 -1.655 2.880  -0.067
C: 4.412 -0.722 2.547  -0.073
H: -0.267 0.154 5.783  0.042
H: -1.406 1.383 5.255  0.019
H: -1.772 -0.322 5.031  0.024
H: 2.021 -0.860 4.782  0.112
H: 3.041 -3.090 4.897  0.115
H: 2.204 -4.905 3.439  0.113
H: 0.340 -4.483 1.892  0.107
H: -2.315 -3.984 3.262  0.116
H: -4.439 -3.934 4.514  0.111
H: -6.011 -2.060 4.223  0.111
H: -5.470 -0.233 2.654  0.109
H: -3.355 -0.274 1.374  0.069
H: -3.172 -4.313 0.749  0.100
H: -3.202 -6.058 -0.983  0.110
H: -1.315 -6.282 -2.555  0.109
H: 0.615 -4.752 -2.401  0.110
H: 0.630 -2.962 -0.690  0.093
H: 0.928 2.576 5.085  0.100
H: 2.865 4.075 4.994  0.112
H: 4.520 3.862 3.170  0.115
H: 4.166 2.191 1.390  0.122
H: 4.431 -0.458 -0.874  0.100
H: 5.105 0.636 -2.969  0.110
H: 3.883 2.610 -3.786  0.108
H: 2.024 3.558 -2.458  0.111
H: 1.359 2.498 -0.328  0.079
H: 2.818 -2.465 0.127  0.098
H: 4.535 -4.124 0.733  0.111
H: 6.189 -3.596 2.492  0.108
H: 6.095 -1.426 3.652  0.110
H: 4.378 0.216 3.080  0.100
N: -4.906 7.462 0.824  0.202
C: -4.284 6.504 0.775  -0.164
C: -3.519 5.310 0.727  -0.199
C: -2.973 4.854 -0.472  0.025
C: -2.245 3.679 -0.456  -0.105
N: -2.033 2.958 0.652  -0.042
C: -2.562 3.404 1.797  -0.124
C: -3.307 4.561 1.885  0.015
H: -3.123 5.403 -1.388  0.132
H: -1.814 3.283 -1.371  0.111
H: -2.373 2.795 2.676  0.100
H: -3.720 4.878 2.827  0.128
C: -2.519 3.436 -9.886  -0.077
C: -2.373 2.660 -8.615  -0.747
O: -2.800 2.958 -7.535  0.037
S: -1.422 1.166 -8.870  1.013
C: -1.203 0.665 -7.172  -0.525
C: 0.030 0.868 -6.571  -0.088
C: 0.157 0.681 -5.211  -0.024
C: -0.943 0.282 -4.449  -0.264
C: -2.151 -0.011 -5.083  -0.017
C: -2.281 0.187 -6.443  -0.085
C: -0.856 0.293 -3.033  -0.172
C: -0.810 0.428 -1.824  -0.214
H: -3.514 3.873 -9.952  0.091
H: -2.324 2.812 -10.752  0.063
H: -1.790 4.246 -9.873  0.094
H: 0.876 1.190 -7.159  0.106
H: 1.099 0.888 -4.724  0.108
H: -2.992 -0.368 -4.505  0.119
H: -3.222 -0.017 -6.930  0.115

***

4.
Formula: C53H43As2IrN5
Source: OMol25
Level of theory: ωB97M-V with the def2-TZVPD basis set

Output
- HOMO-LUMO gap (spin up / spin down): 3.568 / 3.559 eV
- Relative energy (zero: lowest compared OMol25 entry of this formula, charge and spin): 247.0 kcal per mole
- E_tot: -6893.4527 hartree
- Expectation value of S²: 0.799
- Total charge: +4
- E_LUMO (spin up / spin down): -13.6294 / -13.6368 eV
- Multiplicity: 2
- E_HOMO (spin up / spin down): -17.20 / -17.20 eV

Each line ends with the Löwdin charge.
Cartesian coordinates (Å):
Ir: -0.513 0.265 0.004  1.164
C: -2.324 3.614 -2.179  0.007
C: -3.127 2.946 -3.090  0.018
C: -3.026 1.565 -3.180  0.045
C: -2.158 0.891 -2.334  -0.185
N: -1.385 1.542 -1.444  -0.065
C: -1.469 2.872 -1.383  -0.104
C: -1.955 -0.603 -2.343  -0.299
C: -2.824 -1.517 -3.242  -0.131
C: -3.804 -2.340 -2.504  0.056
C: -3.691 -2.514 -1.183  0.018
C: -2.591 -1.936 -0.427  -0.149
N: -1.817 -1.029 -0.967  0.040
C: -2.423 -2.387 0.950  -0.046
C: -3.005 -3.509 1.426  0.100
C: -2.835 -3.908 2.828  -0.066
C: -1.891 -2.689 4.341  0.001
C: -1.093 -2.248 3.165  -0.085
N: -0.286 -1.250 1.221  -0.148
H: -2.361 4.687 -2.083  0.131
H: -3.820 3.484 -3.719  0.138
H: -3.638 1.034 -3.891  0.126
H: -0.824 3.362 -0.669  0.072
H: -3.321 -0.969 -4.041  0.154
H: -4.614 -2.789 -3.060  0.148
H: -4.443 -3.065 -0.648  0.117
H: -3.584 -4.172 0.800  0.143
H: -3.220 -4.903 3.031  0.179
H: -1.558 -2.536 5.352  0.174
H: -0.091 -1.947 3.447  0.180
C: -3.794 1.955 2.738  0.046
C: -2.653 1.951 1.942  0.009
N: -1.981 0.827 1.707  0.076
C: -2.357 -0.319 2.248  -0.080
C: -3.523 -0.442 3.065  -0.067
C: -4.234 0.772 3.281  0.098
C: -4.033 -1.618 3.633  0.232
C: -3.341 -2.876 3.941  -0.099
C: -1.380 -3.698 3.304  -0.233
C: -0.303 -4.635 3.122  0.080
C: 0.754 -4.362 2.308  0.017
C: 1.055 -3.295 1.389  -0.042
N: 0.629 -2.114 1.031  0.045
C: -1.555 -1.548 1.901  -0.270
H: -4.321 2.876 2.918  0.145
H: -2.279 2.853 1.480  0.131
H: -5.116 0.752 3.902  0.154
H: -5.035 -1.533 4.030  0.162
H: -3.925 -3.438 4.671  0.177
H: -0.377 -5.615 3.573  0.147
H: 1.507 -5.139 2.256  0.130
H: 1.947 -3.546 0.815  0.127
C: 2.906 -0.473 -0.715  -0.428
C: 3.225 0.599 0.320  -0.376
As: 1.608 1.578 0.932  1.252
C: 1.707 3.361 0.122  -0.402
C: 0.812 4.330 0.590  -0.202
C: 0.949 5.653 0.206  -0.051
C: 1.977 6.019 -0.655  -0.027
C: 2.844 5.055 -1.148  -0.035
C: 2.692 3.724 -0.790  -0.097
C: 2.141 1.990 2.796  -0.351
C: 2.690 0.962 3.566  -0.139
C: 3.278 1.242 4.787  -0.054
C: 3.259 2.540 5.284  -0.032
C: 2.708 3.563 4.527  -0.040
C: 2.132 3.294 3.296  -0.089
As: 1.755 0.215 -2.192  1.331
C: 0.562 -1.302 -2.495  -0.389
C: -0.702 -1.007 -3.228  -0.178
C: -1.522 -2.188 -3.787  -0.145
C: -1.195 -3.488 -3.160  -0.010
C: -0.099 -3.660 -2.396  -0.045
C: 0.798 -2.580 -2.103  -0.110
C: 3.088 0.095 -3.700  -0.357
C: 3.481 -1.144 -4.181  -0.096
C: 4.603 -1.200 -4.998  -0.045
C: 5.270 -0.044 -5.364  -0.037
C: 4.844 1.192 -4.907  -0.043
C: 3.726 1.262 -4.085  -0.120
H: 2.362 -1.278 -0.217  0.013
H: 3.833 -0.873 -1.138  0.093
H: 3.954 1.322 -0.060  0.081
H: 3.678 0.134 1.201  0.073
H: 0.024 4.042 1.285  0.093
H: 0.263 6.397 0.578  0.121
H: 2.091 7.053 -0.942  0.126
H: 3.657 5.340 -1.797  0.123
H: 3.378 2.981 -1.186  0.084
H: 2.680 -0.062 3.202  0.088
H: 3.738 0.451 5.359  0.118
H: 3.654 2.748 6.269  0.126
H: 2.731 4.581 4.887  0.125
H: 1.732 4.117 2.720  0.084
H: -0.537 -0.223 -3.977  0.161
H: -1.515 -2.301 -4.876  0.171
H: -1.859 -4.311 -3.381  0.134
H: 0.150 -4.643 -2.027  0.118
H: 1.721 -2.832 -1.600  0.097
H: 2.962 -2.055 -3.912  0.100
H: 4.946 -2.166 -5.345  0.124
H: 6.115 -0.100 -6.039  0.128
H: 5.351 2.099 -5.199  0.122
H: 3.358 2.229 -3.759  0.094

***

Question: Among the records above, which one has the highest expectation value of S²?
Answer: C53H42GdN2OP2SSi

***

Question: The highest multiplicity belongs to which entry?
Answer: C53H42GdN2OP2SSi

***

Question: Look up the total charge of the second one.
Answer: -1

***

Question: Which formula does entry 2 have?
Answer: C53H41Cl2GeIN5O4Pt